# C3H4Cl2INO

2 unconnected molecules or ions with the total composition C3H4Cl2INO in a non-equilibrium geometry (ωB97M-V/def2-TZVPD, OMol25).

Computed properties:
HOMO level: -0.338 Eh
SMILES: O/C(I)=C\Cl.[H]/N=C\Cl
charge: 0

Atoms and positions in Å:
O (0.67, 1.67, -0.75)
C (0.85, 1.42, -2.08)
I (2.06, 2.96, -2.84)
C (0.27, 0.38, -2.67)
Cl (-0.83, -0.51, -1.68)
H (-0.13, 1.11, -0.57)
H (0.31, 0.09, -3.67)
H (0.92, -1.98, 1.20)
N (1.51, -1.17, 1.07)
C (1.30, -0.07, 1.57)
Cl (-0.19, 0.31, 2.46)
H (1.79, 0.82, 1.25)